# 1
{
  "formula": "C5H7NO",
  "method": "ωB97M-V/def2-TZVPD",
  "largest_force_ev_per_a": 4.6,
  "de_lowest_ev": 1.948,
  "e_lumo_ev": 0.5082,
  "orbital_gap_ev": 10.04,
  "smiles": "C=C(O)CCC#N",
  "energy_ev": -8834.2544,
  "species": ["O", "N", "C", "C", "C", "C", "C", "H", "H", "H", "H", "H", "H", "H"],
  "xyz": [[1.555795, -0.164638, 1.258068], [-2.673882, 2.706317, 0.139615], [-2.069459, 1.759252, -0.022002], [1.191289, -1.714477, -0.594528], [0.165647, 0.565713, -0.282917], [-1.368391, 0.510533, 0.092323], [1.017871, -0.570538, 0.039118], [0.683411, 1.343826, 0.114566], [0.594586, -1.918180, -1.449720], [1.958111, -2.319623, -0.196154], [-1.663985, -0.223375, -0.633955], [0.075222, 0.668119, -1.401736], [-1.561224, 0.209145, 1.141473], [2.095011, -0.852073, 1.795847]],
  "forces_ev_per_angstrom": [[1.8, -2.1, 1.3], [-0.9, 1.6, -0.2], [0.5, -0.9, 0.0], [0.1, 1.0, 0.7], [-3.0, -0.7, -3.4], [1.9, -0.8, 0.8], [-0.3, -0.1, 1.9], [0.9, 2.8, 0.9], [0.0, -0.3, -0.6], [0.5, -1.2, 0.0], [-1.1, -0.4, 0.1], [0.6, 0.2, 1.0], [0.3, -0.3, -0.6], [-1.4, 1.3, -1.8]]
}

***

# 2
{
  "formula": "C5H7NO",
  "method": "ωB97M-V/def2-TZVPD",
  "largest_force_ev_per_a": 0.4,
  "de_lowest_ev": 4.217,
  "e_lumo_ev": [-1.0527, -0.9296],
  "orbital_gap_ev": [7.54, 7.64],
  "energy_ev": -8831.9863,
  "species": ["O", "N", "C", "C", "C", "C", "C", "H", "H", "H", "H", "H", "H", "H"],
  "xyz": [[0.975846, 1.765930, 0.059588], [-2.450368, -0.868164, 0.024157], [-1.457342, 0.063256, -0.072673], [-1.733172, 1.416650, -0.316251], [-0.134141, -0.305551, -0.308416], [2.352266, -0.167964, 0.111755], [1.018622, 0.543758, -0.056654], [-1.102117, 2.097255, 0.268269], [-2.217752, -1.795699, 0.339900], [-3.400195, -0.556721, 0.148995], [2.716242, 0.013884, 1.128048], [0.045238, -1.315080, -0.676342], [3.079948, 0.269848, -0.578129], [2.296231, -1.246457, -0.057761]],
  "forces_ev_per_angstrom": [[0.0, -0.4, -0.1], [0.0, 0.0, 0.1], [-0.1, 0.2, -0.1], [0.2, -0.3, 0.1], [0.0, 0.0, 0.0], [0.1, -0.1, 0.0], [0.0, 0.3, 0.1], [-0.1, -0.1, 0.0], [0.0, 0.1, 0.0], [0.1, 0.0, 0.0], [-0.1, 0.0, -0.1], [0.0, 0.2, 0.0], [-0.1, 0.0, 0.1], [0.0, 0.2, 0.0]]
}

***

# 3
{
  "formula": "C5H7NO",
  "method": "ωB97M-V/def2-TZVPD",
  "largest_force_ev_per_a": 0.6,
  "de_lowest_ev": 3.147,
  "e_lumo_ev": 0.2325,
  "orbital_gap_ev": 10.38,
  "smiles": "C=NC=O.C=C=C",
  "energy_ev": -8833.0558,
  "species": ["O", "N", "C", "C", "C", "C", "C", "H", "H", "H", "H", "H", "H", "H"],
  "xyz": [[1.526453, 1.937615, -1.317857], [0.067975, 1.682564, 0.479863], [0.107274, -1.297834, 1.584365], [-0.592852, -1.519570, 0.506250], [-1.282466, -1.610176, -0.601724], [1.323335, 1.613360, -0.173033], [-0.931912, 1.404738, -0.254727], [-0.781459, -1.652668, -1.565747], [0.284320, -0.260841, 1.868406], [2.124484, 1.247641, 0.491294], [-0.829587, 1.125798, -1.307278], [0.515691, -2.079414, 2.218415], [-2.369401, -1.636291, -0.591540], [-1.937494, 1.444496, 0.164493]],
  "forces_ev_per_angstrom": [[-0.1, -0.1, 0.6], [-0.2, 0.0, -0.3], [-0.1, 0.0, -0.1], [0.0, 0.1, 0.0], [0.1, 0.0, 0.2], [0.1, 0.0, -0.5], [0.1, 0.1, 0.1], [-0.1, -0.1, 0.1], [0.0, -0.1, 0.0], [-0.1, 0.1, -0.1], [0.0, 0.0, 0.1], [-0.1, 0.0, -0.2], [0.2, -0.1, 0.0], [0.2, 0.1, 0.0]]
}

***

# 4
{
  "formula": "C5H7NO",
  "method": "ωB97M-V/def2-TZVPD",
  "largest_force_ev_per_a": 0.7,
  "de_lowest_ev": 1.989,
  "e_lumo_ev": 0.9972,
  "orbital_gap_ev": 11.00,
  "energy_ev": -8834.2134,
  "species": ["O", "N", "C", "C", "C", "C", "C", "H", "H", "H", "H", "H", "H", "H"],
  "xyz": [[0.852861, -1.266031, 0.061712], [2.703937, 0.237600, -0.089874], [1.481886, -0.040695, -0.066714], [-1.518983, -0.440938, 0.226406], [-0.782954, 0.820663, 0.758646], [-0.306131, -0.732311, -0.643867], [0.237238, 0.697167, -0.424351], [0.300017, 1.463289, -1.197591], [3.278202, -0.598777, 0.022163], [-2.344235, -0.123883, -0.423381], [-1.384883, 1.735994, 0.769803], [-1.884800, -1.219910, 0.903370], [-0.337332, -1.207778, -1.628550], [-0.294825, 0.675609, 1.732227]],
  "forces_ev_per_angstrom": [[0.0, 0.0, 0.1], [-0.2, -0.1, 0.1], [0.6, 0.2, -0.1], [-0.1, -0.1, 0.0], [0.0, 0.1, 0.1], [-0.2, -0.2, -0.6], [0.1, 0.1, -0.1], [-0.1, -0.1, 0.3], [-0.1, 0.1, 0.1], [0.1, -0.1, 0.1], [0.2, -0.2, 0.0], [0.2, 0.2, 0.0], [-0.4, 0.1, 0.2], [-0.2, 0.1, -0.3]]
}

***

# 5
{
  "formula": "C5H7NO",
  "method": "ωB97M-V/def2-TZVPD",
  "largest_force_ev_per_a": 1.1,
  "de_lowest_ev": 1.835,
  "e_lumo_ev": 0.8414,
  "orbital_gap_ev": 11.97,
  "smiles": "CC[C@@]1(C#N)CO1",
  "energy_ev": -8834.3681,
  "species": ["O", "N", "C", "C", "C", "C", "C", "H", "H", "H", "H", "H", "H", "H"],
  "xyz": [[-0.109859, 1.164834, -1.633537], [-0.084578, -2.272705, -1.550768], [-0.292739, 0.172777, -0.632049], [-0.165238, -1.191650, -1.147617], [0.305364, 0.455209, 0.748117], [-1.425504, 0.950250, -1.158299], [1.169751, -0.673304, 1.311669], [0.893697, 1.373399, 0.638522], [-0.510930, 0.679441, 1.444310], [0.669481, -1.642631, 1.222438], [-1.838567, 1.745352, -0.537991], [2.127948, -0.748620, 0.788892], [1.373823, -0.497884, 2.371294], [-2.112647, 0.485532, -1.864980]],
  "forces_ev_per_angstrom": [[0.2, 0.1, -0.1], [-0.1, 1.0, 0.4], [0.0, -0.1, 0.2], [0.1, -0.9, -0.4], [0.0, 0.0, 0.0], [-0.3, 0.0, 0.0], [0.0, 0.0, 0.0], [-0.1, -0.1, 0.0], [0.1, -0.1, -0.1], [0.0, 0.1, 0.1], [0.1, -0.1, -0.1], [-0.1, 0.0, 0.0], [0.0, 0.0, -0.1], [0.1, 0.1, 0.1]]
}

***

# 6
{
  "formula": "C5H7NO",
  "method": "ωB97M-V/def2-TZVPD",
  "largest_force_ev_per_a": 3.5,
  "de_lowest_ev": 2.709,
  "e_lumo_ev": 0.8782,
  "orbital_gap_ev": 9.99,
  "smiles": "[H]/N=C1/C=C(C)CO1",
  "energy_ev": -8833.4938,
  "species": ["O", "N", "C", "C", "C", "C", "C", "H", "H", "H", "H", "H", "H", "H"],
  "xyz": [[-0.086618, -0.876385, 1.556470], [-0.950979, 1.248676, 2.343306], [-0.499114, 0.398891, 1.511821], [-0.412345, 1.011037, 0.205572], [0.337190, -1.210995, 0.223757], [0.107672, 0.064592, -0.619520], [0.492228, 0.000268, -2.079618], [0.329324, 0.966354, -2.555495], [-0.246231, -2.081811, -0.114721], [1.549248, -0.274461, -2.220843], [-0.090286, -0.753411, -2.631204], [1.390852, -1.528762, 0.271778], [-1.076876, 1.076756, 3.317037], [-0.844066, 1.959251, 0.791663]],
  "forces_ev_per_angstrom": [[-0.1, 0.0, 0.3], [-0.1, -0.3, 1.1], [-0.2, 0.1, 0.5], [0.2, -0.6, 0.2], [0.0, 0.2, -0.2], [-0.1, 0.3, 0.3], [-0.1, 0.3, 0.2], [0.0, 0.0, 0.0], [0.0, 0.3, 0.0], [-0.3, 0.1, 0.2], [0.0, 0.2, 0.3], [-0.2, 0.2, -0.1], [0.1, -0.8, 0.7], [0.8, -0.1, -3.4]]
}

***

# 7
{
  "formula": "C5H7NO",
  "method": "ωB97M-V/def2-TZVPD",
  "largest_force_ev_per_a": 0.7,
  "de_lowest_ev": 2.936,
  "e_lumo_ev": 0.8798,
  "orbital_gap_ev": 10.06,
  "smiles": "C[C@]12N[C@H]1CC2=O",
  "energy_ev": -8833.2667,
  "species": ["O", "N", "C", "C", "C", "C", "C", "H", "H", "H", "H", "H", "H", "H"],
  "xyz": [[1.662951, -1.372759, -0.743473], [-0.688517, 1.010840, -1.292188], [0.605471, -0.856199, -0.498524], [-1.202649, 0.196828, -0.210360], [1.066091, 1.028170, 0.967183], [-0.824442, -1.296719, -0.181894], [0.246465, 0.564646, -0.230818], [0.479366, 1.595926, 1.687292], [2.018777, 1.503313, 0.737620], [-0.863839, -1.599210, 0.878645], [-1.268455, -2.058756, -0.812284], [-1.963784, 0.682433, 0.394818], [1.345425, 0.090247, 1.490383], [-0.612859, 0.511240, -2.186400]],
  "forces_ev_per_angstrom": [[-0.6, -0.1, 0.0], [0.3, 0.0, 0.1], [0.3, -0.4, -0.1], [-0.1, -0.1, 0.4], [0.0, 0.4, -0.1], [-0.2, -0.4, -0.4], [0.4, -0.2, 0.5], [0.1, 0.4, -0.2], [-0.2, 0.2, -0.1], [0.1, -0.2, -0.4], [-0.4, -0.1, -0.1], [0.2, -0.3, 0.0], [-0.2, 0.4, -0.2], [0.4, 0.2, 0.5]]
}

***

# 8
{
  "formula": "C5H7NO",
  "method": "ωB97M-V/def2-TZVPD",
  "largest_force_ev_per_a": 2.4,
  "de_lowest_ev": 3.813,
  "e_lumo_ev": 0.9194,
  "orbital_gap_ev": 10.68,
  "smiles": "C[C@@]1(C2=NC2)CO1",
  "energy_ev": -8832.3896,
  "species": ["O", "N", "C", "C", "C", "C", "C", "H", "H", "H", "H", "H", "H", "H"],
  "xyz": [[1.905776, -0.712599, -0.316997], [-0.276016, 1.172964, -1.980633], [-0.280767, -1.260876, 0.750024], [0.598818, -0.279897, 0.023073], [1.789582, 0.313477, 0.656322], [-0.239345, 0.526488, -0.925316], [-1.661211, 0.981075, -0.927932], [2.023925, 0.035002, 1.685042], [-0.657709, -2.016665, 0.051094], [-1.136642, -0.727298, 1.169210], [2.148516, 1.291950, 0.337898], [-2.006536, 1.974787, -0.616129], [0.278274, -1.751458, 1.545034], [-2.486662, 0.453048, -1.450693]],
  "forces_ev_per_angstrom": [[-0.2, 0.1, -0.4], [-1.3, -0.4, 1.0], [0.1, -0.1, 0.1], [-0.5, 0.2, 0.1], [-0.1, 0.2, 0.2], [-0.6, 0.3, 0.4], [0.8, 0.6, -2.2], [0.0, 0.0, -0.2], [0.1, 0.1, 0.1], [0.1, -0.1, 0.0], [-0.1, -0.1, 0.0], [0.7, -0.5, 0.4], [0.0, 0.0, 0.0], [1.0, -0.1, 0.4]]
}